{"formula": "C30H77N2O17S", "method": "ωB97M-V/def2-TZVPD", "de_lowest_kcal_mol": 0.00, "energy_ev": -80981.0243, "charge": -1, "multiplicity": 1, "fmax_ev_per_a": 1.9, "orbital_gap_ev": 7.618, "species": ["C", "C", "O", "N", "C", "C", "C", "C", "C", "N", "O", "C", "O", "C", "O", "O", "S", "C", "O", "O", "H", "H", "H", "H", "H", "H", "H", "H", "H", "H", "H", "H", "H", "H", "H", "H", "H", "C", "C", "O", "H", "H", "H", "H", "H", "H", "C", "C", "O", "H", "H", "H", "H", "H", "H", "C", "C", "O", "H", "H", "H", "H", "H", "H", "C", "C", "O", "H", "H", "H", "H", "H", "H", "C", "C", "O", "H", "H", "H", "H", "H", "H", "C", "C", "O", "H", "H", "H", "H", "H", "H", "C", "C", "O", "H", "H", "H", "H", "H", "H", "C", "C", "O", "H", "H", "H", "H", "H", "H", "C", "C", "O", "H", "H", "H", "H", "H", "H", "C", "C", "O", "H", "H", "H", "H", "H", "H"], "xyz": [[1.246, 4.293, 1.653], [2.096, 3.390, 2.512], [1.889, 3.288, 3.704], [3.135, 2.732, 1.893], [3.503, 1.419, 2.414], [2.895, 0.188, 1.687], [1.653, 0.391, 0.811], [0.317, -0.001, 1.487], [-0.629, -0.854, 0.635], [-0.081, -2.159, 0.331], [-1.810, -1.123, 1.371], [-2.877, -0.214, 1.286], [-3.878, -0.593, 0.795], [-2.743, 1.215, 1.909], [-3.403, 2.064, 1.297], [-2.007, 1.317, 2.905], [-0.938, -0.136, -1.047], [-1.145, 1.623, -0.884], [0.247, -0.327, -1.860], [-2.103, -0.729, -1.657], [1.870, 4.771, 0.897], [0.466, 3.716, 1.165], [0.847, 5.057, 2.310], [3.072, 2.762, 0.886], [3.285, 1.362, 3.474], [4.583, 1.294, 2.336], [2.683, -0.547, 2.460], [3.680, -0.252, 1.078], [1.795, -0.224, -0.075], [1.544, 1.408, 0.439], [-0.183, 0.909, 1.805], [0.487, -0.553, 2.409], [-0.236, -2.707, 1.169], [0.924, -2.094, 0.214], [-0.563, 2.080, -1.677], [-0.816, 1.958, 0.094], [-2.200, 1.845, -1.016], [2.012, -4.210, 4.510], [1.749, -3.074, 3.540], [2.416, -3.274, 2.290], [3.083, -4.315, 4.694], [1.513, -4.035, 5.463], [1.651, -5.158, 4.102], [2.123, -2.134, 3.943], [0.674, -2.964, 3.366], [2.083, -4.093, 1.909], [-2.076, -3.288, -5.183], [-1.354, -3.855, -3.972], [-0.431, -2.932, -3.422], [-1.356, -3.002, -5.952], [-2.772, -4.016, -5.606], [-2.637, -2.394, -4.906], [-0.782, -4.741, -4.250], [-2.083, -4.145, -3.205], [-0.929, -2.148, -3.152], [-5.961, 0.460, -2.296], [-6.681, -0.836, -1.969], [-5.783, -1.812, -1.465], [-5.171, 0.277, -3.026], [-6.652, 1.204, -2.701], [-5.490, 0.873, -1.401], [-7.137, -1.262, -2.865], [-7.477, -0.653, -1.236], [-5.386, -1.438, -0.669], [7.008, -1.572, 3.833], [6.173, -1.637, 2.569], [6.001, -0.354, 1.972], [6.549, -0.897, 4.556], [7.104, -2.561, 4.283], [8.008, -1.187, 3.617], [5.172, -2.003, 2.790], [6.630, -2.316, 1.841], [6.866, -0.002, 1.740], [0.436, 7.793, -1.957], [1.286, 6.653, -1.434], [1.652, 5.740, -2.471], [-0.467, 7.402, -2.429], [0.155, 8.464, -1.153], [0.981, 8.366, -2.713], [0.734, 6.076, -0.695], [2.195, 7.038, -0.959], [2.153, 6.231, -3.128], [6.464, -6.225, 1.674], [6.181, -6.220, 3.166], [5.514, -5.030, 3.573], [7.069, -5.361, 1.401], [6.992, -7.133, 1.377], [5.534, -6.167, 1.105], [7.111, -6.260, 3.732], [5.576, -7.091, 3.441], [4.681, -4.976, 3.091], [3.934, 2.825, 6.400], [5.266, 3.536, 6.275], [5.808, 3.400, 4.962], [4.047, 1.767, 6.158], [3.528, 2.913, 7.410], [3.216, 3.247, 5.695], [6.006, 3.116, 6.956], [5.151, 4.600, 6.514], [5.168, 3.767, 4.343], [-6.596, -4.357, -3.432], [-7.328, -5.642, -3.102], [-6.433, -6.636, -2.597], [-5.812, -4.544, -4.169], [-7.282, -3.609, -3.833], [-6.118, -3.941, -2.545], [-7.793, -6.063, -3.992], [-8.115, -5.457, -2.363], [-6.023, -6.276, -1.805], [1.130, 12.664, -1.118], [0.291, 11.430, -0.841], [1.069, 10.372, -0.287], [1.946, 12.423, -1.800], [0.526, 13.458, -1.561], [1.574, 13.044, -0.195], [-0.136, 11.042, -1.765], [-0.531, 11.672, -0.160], [1.447, 10.684, 0.541], [-8.163, -6.406, -8.450], [-8.241, -6.287, -6.939], [-9.047, -5.180, -6.542], [-7.757, -5.490, -8.880], [-7.531, -7.244, -8.747], [-9.158, -6.556, -8.877], [-7.252, -6.118, -6.517], [-8.647, -7.204, -6.498], [-9.932, -5.318, -6.893]], "lowdin_charge": [0.01, -0.54, 0.05, 0.05, -0.17, -0.14, -0.16, -0.11, -0.55, 0.11, 0.03, -0.36, 0.16, -0.68, -0.01, -0.02, 0.70, -0.10, -0.32, -0.30, 0.07, 0.08, 0.09, 0.12, 0.11, 0.09, 0.08, 0.10, 0.09, 0.09, 0.09, 0.12, 0.08, 0.08, 0.07, 0.04, 0.07, -0.08, -0.32, -0.09, 0.06, 0.08, 0.08, 0.11, 0.11, 0.08, -0.10, -0.33, -0.09, 0.07, 0.06, 0.07, 0.10, 0.11, 0.04, -0.08, -0.32, -0.09, 0.07, 0.07, 0.07, 0.09, 0.11, 0.05, -0.08, -0.30, -0.10, 0.08, 0.07, 0.07, 0.10, 0.11, 0.09, -0.09, -0.32, -0.08, 0.08, 0.05, 0.08, 0.10, 0.11, 0.07, -0.09, -0.32, -0.09, 0.07, 0.07, 0.07, 0.11, 0.11, 0.06, -0.09, -0.33, -0.09, 0.07, 0.07, 0.05, 0.10, 0.10, 0.07, -0.08, -0.32, -0.09, 0.07, 0.07, 0.06, 0.09, 0.11, 0.08, -0.09, -0.32, -0.10, 0.07, 0.07, 0.07, 0.11, 0.11, 0.08, -0.10, -0.33, -0.09, 0.08, 0.07, 0.07, 0.11, 0.11, 0.08]}